{"formula": "C4H9N3O", "method": "ωB97M-V/def2-TZVPD", "e_homo_ev": [-19.414, -19.416], "relative_energy_kcal_mol": 63.8, "largest_force_ha_per_bohr": 0.0854, "total_charge": 2, "multiplicity": 1, "species": ["O", "N", "N", "N", "C", "C", "C", "C", "H", "H", "H", "H", "H", "H", "H", "H", "H"], "coordinates": [[0.367, -2.103, -1.209], [0.196, 1.171, 1.092], [2.371, -1.075, 0.760], [-1.871, 1.929, 0.398], [-0.870, 1.078, 0.377], [-0.992, -0.151, -0.503], [1.334, -0.626, 0.249], [0.397, -0.768, -0.848], [2.788, -0.731, 1.636], [-1.541, 0.090, -1.417], [0.585, 1.878, 1.693], [-1.864, 2.747, 1.001], [-0.345, -2.309, -1.837], [0.856, -0.129, -1.645], [-2.730, 1.771, -0.114], [-1.571, -0.907, 0.043], [2.890, -1.864, 0.323]], "forces_ev_per_a": [[0.11, -0.32, 0.19], [2.52, -3.37, -1.27], [0.55, -0.33, 0.24], [-0.07, 0.32, 0.21], [-0.60, -0.18, -0.43], [0.04, -0.24, 0.25], [-1.85, 3.22, 1.81], [-0.76, 0.47, -1.24], [-0.16, 0.13, -0.08], [0.18, -0.05, 0.03], [0.05, 0.29, 0.18], [0.01, -0.13, -0.07], [0.14, 0.11, 0.04], [-0.05, -0.08, 0.27], [0.16, -0.08, -0.04], [0.05, 0.10, -0.03], [-0.31, 0.11, -0.05]]}


{"formula": "C4H8O3", "method": "ωB97M-V/def2-TZVPD", "e_homo_ev": -10.034, "relative_energy_kcal_mol": 51.4, "smiles": "O=CCCC=O.O", "largest_force_ha_per_bohr": 0.0650, "total_charge": 0, "multiplicity": 1, "species": ["O", "O", "O", "C", "C", "C", "C", "H", "H", "H", "H", "H", "H", "H", "H"], "coordinates": [[-2.176, 0.007, 2.480], [0.076, 0.096, -1.845], [4.610, 0.537, -1.259], [0.546, -0.223, -0.781], [-1.877, -0.332, 0.133], [-2.642, -0.362, 1.434], [-0.359, 0.027, 0.454], [-1.897, -1.331, -0.293], [-0.056, -0.706, 1.192], [-2.324, 0.437, -0.502], [-0.271, 1.099, 0.601], [3.777, 0.658, -0.804], [-3.726, -0.574, 1.318], [4.843, 1.418, -1.572], [1.475, -0.751, -0.558]], "forces_ev_per_a": [[-0.20, -0.42, 0.18], [1.47, -0.33, -0.46], [0.19, 0.08, -0.10], [-3.21, 0.48, 0.81], [1.88, 0.45, 1.02], [-0.21, 1.12, -0.47], [-0.58, -1.33, -1.94], [-0.32, 0.01, -0.51], [0.32, 0.80, 0.89], [-0.09, -0.44, -0.22], [0.14, -0.04, 1.07], [-0.19, 0.03, 0.10], [0.09, -0.32, 0.26], [0.01, -0.10, 0.00], [0.69, 0.01, -0.62]]}


{"formula": "C6H12O4", "method": "ωB97M-V/def2-TZVPD", "e_homo_ev": -9.828, "relative_energy_kcal_mol": 248.9, "largest_force_ha_per_bohr": 0.3615, "total_charge": 0, "multiplicity": 1, "species": ["O", "O", "O", "O", "C", "C", "C", "C", "C", "C", "H", "H", "H", "H", "H", "H", "H", "H", "H", "H", "H", "H"], "coordinates": [[1.357, -0.149, 1.448], [0.800, -1.368, -1.997], [-0.454, 0.541, -1.312], [-1.127, -0.852, 2.307], [-0.388, -0.805, -1.472], [-0.583, -1.518, -0.071], [-0.977, -0.372, 0.913], [0.518, 1.101, -0.416], [0.369, 2.718, -0.570], [0.180, 0.569, 1.013], [1.095, 2.815, 0.125], [-0.940, -0.733, -2.222], [1.475, -1.481, -1.616], [-2.014, -1.360, 2.315], [1.411, 1.097, -0.609], [-0.743, 2.996, -0.409], [-0.036, 1.595, 1.966], [0.371, -2.238, 0.197], [-1.710, 0.238, 0.732], [-1.155, -2.132, 0.002], [0.520, 3.373, -1.546], [2.398, 0.295, 1.132]], "forces_ev_per_a": [[3.93, 1.50, -0.81], [-14.95, 2.99, -10.63], [2.64, 2.47, 0.79], [-2.53, -1.24, -1.37], [5.80, -2.45, 6.70], [12.02, 11.62, -1.15], [5.92, -4.04, 3.77], [-11.96, 3.60, 1.25], [-4.32, -0.84, -2.92], [2.98, 3.49, 1.61], [1.82, 2.49, 2.75], [-5.94, -2.21, -6.32], [14.56, -2.16, 9.69], [2.17, 1.18, 0.15], [9.67, -2.02, -2.62], [1.98, -0.30, 0.91], [0.36, -3.09, -3.10], [-1.74, 2.77, -0.26], [-4.83, 2.63, -1.88], [-12.84, -12.50, 0.60], [0.57, -2.31, 1.54], [-5.30, -1.58, 1.30]]}


{"formula": "C26H37Br2O2P", "method": "ωB97M-V/def2-TZVPD", "e_homo_ev": -6.123, "largest_force_ha_per_bohr": 0.0512, "total_charge": 0, "multiplicity": 1, "species": ["Br", "Br", "P", "O", "O", "C", "C", "C", "C", "C", "C", "C", "C", "C", "C", "C", "C", "C", "C", "C", "C", "C", "C", "C", "C", "C", "C", "C", "C", "C", "C", "H", "H", "H", "H", "H", "H", "H", "H", "H", "H", "H", "H", "H", "H", "H", "H", "H", "H", "H", "H", "H", "H", "H", "H", "H", "H", "H", "H", "H", "H", "H", "H", "H", "H", "H", "H", "H"], "coordinates": [[-3.211, -1.089, -5.396], [-2.722, -5.121, -1.346], [-0.336, -0.066, 0.841], [-3.448, -3.811, -4.049], [1.964, 4.161, -3.549], [-1.436, -2.542, -1.322], [0.305, 0.889, -1.594], [1.439, 0.192, 1.247], [-0.822, -1.544, 1.766], [2.202, 4.086, -4.970], [1.124, 3.166, -1.588], [-1.853, -0.754, -2.889], [2.189, -0.391, 2.481], [-2.704, 3.308, 4.227], [-2.858, -3.013, -3.311], [-3.026, -3.506, 2.757], [-2.303, -3.373, -1.995], [0.765, 0.738, -2.907], [3.686, 0.265, 4.500], [-1.226, -1.202, -1.702], [2.495, 0.610, 3.605], [0.494, 2.117, -0.943], [1.522, 3.028, -2.938], [-1.671, -1.337, 3.028], [-0.180, -0.385, -0.897], [1.396, 1.772, -3.587], [-1.771, 2.322, 2.051], [-1.746, 1.117, 1.076], [-2.205, 2.055, 3.500], [-2.103, -2.673, 3.648], [-2.587, -1.601, -3.697], [2.675, 1.591, 3.149], [0.153, 2.297, 0.082], [3.144, -0.786, 2.104], [0.090, -2.102, 2.032], [-2.594, -2.454, 4.604], [1.283, 3.823, -5.515], [3.004, 3.368, -5.194], [-3.375, -4.388, 3.305], [4.626, 0.215, 3.941], [-2.616, 0.487, 1.314], [1.601, 0.704, 4.236], [-1.194, -3.242, 3.874], [-1.381, -2.171, 1.066], [-2.508, -3.862, 1.858], [-3.004, 1.302, 3.508], [-3.597, 3.720, 3.744], [-1.092, -0.762, 3.769], [1.749, 1.637, -4.615], [2.516, 5.092, -5.235], [-0.897, -2.972, -0.479], [1.290, 4.112, -1.071], [-1.734, 0.277, -3.203], [-1.944, 1.508, 0.066], [-2.959, 3.067, 5.263], [0.638, -0.212, -3.425], [-2.500, 3.034, 1.631], [1.623, 1.275, 1.211], [-1.359, 1.631, 4.058], [-0.807, 2.853, 2.053], [-1.944, 4.093, 4.254], [3.785, 1.039, 5.266], [-3.899, -2.922, 2.439], [1.664, -1.254, 2.904], [-2.571, -0.749, 2.795], [3.548, -0.686, 5.020], [1.957, -0.235, 0.371], [0.712, -1.052, -0.955]], "forces_ev_per_a": [[-0.05, 0.21, 0.03], [0.28, 0.39, -0.10], [-0.53, -0.77, 1.36], [0.04, 0.27, 0.37], [0.13, -0.47, -0.43], [-0.28, -0.31, 0.02], [0.23, -0.12, 0.01], [0.81, 0.85, 0.54], [-0.21, -0.54, 0.00], [-0.01, 0.05, 0.59], [0.13, 0.14, -0.76], [-0.17, -0.02, 0.02], [-0.07, -0.17, 0.15], [0.09, -0.09, -0.08], [0.10, 0.19, -0.25], [0.13, 0.04, 0.02], [-0.01, 0.60, -0.84], [0.37, 0.17, -0.05], [-0.16, -0.02, -0.03], [-0.19, 0.20, 0.47], [-0.33, 0.12, -0.10], [0.03, -0.15, -0.32], [-0.31, -0.40, 0.19], [0.07, 0.18, 0.17], [0.07, -0.90, -2.47], [-0.16, 0.98, 0.35], [0.06, 0.34, -0.02], [-0.15, 0.49, -0.02], [0.17, -0.23, 0.01], [0.14, 0.16, -0.06], [0.36, -1.05, 1.43], [-0.03, -0.04, 0.09], [0.19, -0.06, -0.50], [-0.24, 0.11, 0.02], [-0.29, 0.13, -0.23], [0.08, -0.08, -0.14], [0.24, 0.01, 0.20], [-0.20, 0.20, 0.00], [0.00, 0.14, -0.15], [-0.15, 0.01, 0.01], [0.38, -0.04, -0.22], [0.10, 0.16, -0.10], [-0.10, -0.06, 0.10], [0.01, 0.20, 0.15], [-0.18, 0.03, 0.12], [0.14, 0.13, 0.00], [0.12, -0.07, 0.04], [-0.20, -0.10, -0.14], [-0.26, 0.00, 0.50], [0.02, -0.09, -0.13], [-0.06, 0.08, -0.19], [-0.11, -0.18, -0.30], [0.04, -0.06, -0.03], [0.21, -0.24, 0.18], [-0.01, 0.04, -0.13], [0.04, 0.17, 0.27], [0.24, -0.22, -0.01], [0.14, -0.31, -0.03], [-0.19, -0.04, -0.04], [-0.19, -0.10, -0.04], [-0.02, -0.05, -0.05], [0.09, -0.10, -0.06], [0.12, -0.14, 0.05], [0.10, 0.05, -0.06], [0.27, -0.23, 0.10], [-0.01, -0.01, -0.08], [-0.51, 0.35, 0.13], [-0.35, 0.27, 0.46]]}


{"formula": "C3H4FN", "method": "ωB97M-V/def2-TZVPD", "e_homo_ev": -11.239, "relative_energy_kcal_mol": 53.7, "largest_force_ha_per_bohr": 0.1291, "total_charge": 0, "multiplicity": 1, "species": ["F", "N", "C", "C", "C", "H", "H", "H", "H"], "coordinates": [[-0.994, -1.943, 0.408], [-0.816, -0.149, 3.623], [-0.954, -0.581, 0.415], [-0.847, -0.174, 2.499], [0.323, -0.030, -0.111], [0.781, 0.649, 0.491], [-1.895, -0.076, 0.513], [0.907, -0.960, -0.265], [0.222, 0.491, -1.078]], "forces_ev_per_a": [[-0.40, 1.90, -0.40], [0.10, 0.26, 3.84], [0.77, -0.45, 4.57], [-0.05, -1.02, -6.56], [-1.07, -2.47, -2.69], [1.23, 1.58, 2.06], [-0.48, -0.23, -1.01], [0.26, 0.89, 0.07], [-0.36, -0.46, 0.12]]}


{"formula": "C4H7NS", "method": "ωB97M-V/def2-TZVPD", "e_homo_ev": -7.928, "relative_energy_kcal_mol": 75.4, "largest_force_ha_per_bohr": 0.1033, "total_charge": 0, "multiplicity": 1, "species": ["S", "N", "C", "C", "C", "C", "H", "H", "H", "H", "H", "H", "H"], "coordinates": [[-2.120, -1.085, 0.027], [-0.540, -1.672, 0.097], [0.323, -0.622, 0.019], [1.812, -0.633, -0.037], [-0.305, 0.763, 0.184], [-1.886, 0.628, -0.107], [0.216, 1.142, 1.171], [-2.047, 1.199, -0.964], [-2.523, 1.185, 0.655], [2.071, -1.683, -0.919], [0.247, 1.340, -0.685], [2.455, -0.921, 1.023], [2.297, 0.359, -0.463]], "forces_ev_per_a": [[-1.43, -2.12, 0.00], [3.54, 3.83, -0.99], [-3.20, -2.02, 1.48], [3.43, -3.22, -1.01], [2.04, 0.68, -1.26], [2.19, 2.42, 3.59], [-1.75, -0.30, -1.57], [-0.50, -0.01, -2.11], [0.94, -0.86, -0.53], [-0.41, 3.47, 2.87], [-1.43, -0.46, 1.74], [-2.18, 0.78, -3.01], [-1.23, -2.20, 0.82]]}